This record from the OMol25 dataset describes a 2-piece molecular cluster, CH6NOPS overall. The level of theory is ωB97M-V with the def2-TZVPD basis set.

Summary:
**Energy relative to the best compared isomer or geometry (same formula, charge and spin)**: 188.1 kJ/mol
**LUMO energy**: 0.0 eV
**Molecular weight**: 111.11 g/mol
**Multiplicity**: 1
**Largest force on an atom**: 5.85 eV/A
**E_HOMO**: -8.614 eV

Geometry (Å):
C1 -1.27667 -1.19940 -0.03944
N1 0.68497 1.47269 0.92051
O1 0.57047 0.85654 -1.35890
P1 0.86567 0.05435 0.03025
S1 2.57003 -0.86056 0.08823
H1 -1.88449 -0.35459 -0.16062
H2 -0.89023 -1.91418 -0.69933
H3 -1.29571 -1.80211 0.94841
H4 0.05191 2.10749 0.42996
H5 0.46424 1.37459 1.87946
H6 0.13982 0.26519 -2.03853

Forces on the atoms, in the same order (eV/Å):
4.302 -0.364 3.947
-0.097 -0.321 -0.899
-0.873 -1.278 -1.389
-1.873 -0.494 -0.603
-0.881 0.092 0.328
-1.039 0.519 -0.585
-0.218 -0.420 -1.906
-0.366 1.627 -1.330
0.240 -0.252 0.388
-0.049 -0.022 1.026
0.854 0.913 1.024

These are the natural (NBO) partial charges, in e, on atoms 1 to 2: -0.759, -1.166